Entry from OMol25: C30H34N5OPYb as an isolated structure (ωB97M-V/def2-TZVPD).

CARTESIAN COORDINATES (ANGSTROEM)
Yb  -14.86  2.06  12.17
C  -14.59  1.97  15.28
C  -13.17  1.58  14.85
N  -13.21  0.82  13.50
C  -13.47  -0.64  13.61
C  -14.94  -1.05  13.38
C  -15.36  -2.37  13.53
C  -16.63  -2.73  13.17
C  -17.56  -1.76  12.78
C  -17.02  -0.43  12.67
C  -17.87  0.72  12.23
N  -17.27  2.11  12.57
C  -17.51  2.35  14.03
C  -16.60  3.38  14.61
N  -15.18  3.04  14.38
N  -15.75  -0.10  12.89
H  -15.25  1.08  15.39
H  -14.46  2.41  16.30
H  -12.58  2.47  14.48
H  -12.59  1.06  15.63
H  -12.31  0.92  13.07
H  -12.79  -1.13  12.89
H  -13.21  -1.08  14.65
H  -14.64  -3.14  13.79
H  -16.98  -3.68  13.26
H  -18.66  -1.88  12.59
H  -18.12  0.56  11.13
H  -18.87  0.67  12.73
H  -17.90  2.79  12.13
H  -18.53  2.62  14.26
H  -17.37  1.46  14.58
H  -16.84  4.31  14.13
H  -16.77  3.55  15.71
H  -14.66  3.94  14.59
O  -15.67  1.12  9.97
N  -14.29  1.50  10.03
C  -13.69  1.63  8.89
C  -12.43  2.37  8.66
C  -11.82  2.23  7.45
C  -10.66  2.89  7.13
C  -10.08  3.72  8.09
C  -10.68  3.87  9.28
C  -11.89  3.27  9.63
P  -12.49  3.52  11.34
C  -14.04  4.54  11.20
C  -15.03  4.40  10.18
C  -16.22  5.13  10.29
C  -16.50  6.03  11.31
C  -15.52  6.15  12.29
C  -14.33  5.45  12.21
C  -11.35  4.70  12.08
C  -10.44  4.26  13.02
C  -9.41  5.06  13.45
C  -9.32  6.38  13.08
C  -10.25  6.84  12.16
C  -11.29  6.06  11.69
H  -15.74  0.29  9.57
H  -14.03  0.99  8.08
H  -12.25  1.62  6.69
H  -10.19  2.88  6.18
H  -9.17  4.20  7.84
H  -10.39  4.58  9.99
H  -14.80  3.79  9.29
H  -16.93  5.05  9.52
H  -17.50  6.50  11.37
H  -15.78  6.80  13.08
H  -13.56  5.69  13.00
H  -10.49  3.17  13.23
H  -8.67  4.75  14.15
H  -8.46  6.93  13.45
H  -10.09  7.89  11.91
H  -11.95  6.49  10.94

Output
- electronic energy (hartree) = -3011.77024
- multiplicity = 2
- net charge = +3
- molar mass (g/mol) = 684.65
- ⟨S²⟩ = 0.751



Entry from OMol25: one molecule with the formula C30H34N6O (ωB97M-V/def2-TZVPD).

CARTESIAN COORDINATES (ANGSTROEM)
C  2.19  7.57  -1.44
N  0.91  6.89  -1.45
C  -0.08  7.46  -2.34
C  0.74  5.62  -0.92
C  0.94  5.34  0.46
C  0.49  4.14  1.00
C  0.08  3.09  0.18
C  -0.17  1.69  0.76
C  -0.16  0.58  -0.24
C  -0.54  -0.69  0.07
N  -0.69  -1.70  -0.83
C  -0.97  -3.06  -0.39
C  0.19  -3.71  0.38
C  -0.18  -5.09  0.89
C  -1.14  -5.21  1.90
C  -1.57  -6.48  2.30
C  -1.03  -7.62  1.70
C  -0.03  -7.50  0.72
C  0.40  -6.23  0.33
C  -1.27  -3.78  -1.71
O  -1.69  -4.92  -1.85
N  -0.99  -2.90  -2.71
C  -1.14  -3.29  -4.10
C  -0.61  -1.56  -2.29
C  0.81  -1.25  -2.77
C  -1.61  -0.52  -2.82
N  0.81  1.44  1.78
N  2.03  2.00  1.73
N  2.66  1.78  2.87
C  1.78  1.12  3.73
C  1.83  0.80  5.10
C  0.72  0.14  5.64
C  -0.42  -0.17  4.88
C  -0.52  0.25  3.54
C  0.60  0.86  3.03
C  -0.08  3.33  -1.19
C  0.25  4.57  -1.74
H  2.87  7.07  -0.75
H  2.64  7.56  -2.45
H  2.05  8.62  -1.15
H  -1.08  7.05  -2.10
H  -0.11  8.54  -2.20
H  0.14  7.26  -3.39
H  1.38  6.09  1.12
H  0.42  4.07  2.08
H  -1.14  1.66  1.30
H  0.31  0.82  -1.20
H  -0.73  -0.97  1.11
H  -1.89  -3.08  0.23
H  1.05  -3.77  -0.30
H  0.46  -3.05  1.22
H  -1.57  -4.31  2.35
H  -2.34  -6.57  3.08
H  -1.38  -8.61  1.99
H  0.40  -8.38  0.24
H  1.17  -6.10  -0.44
H  -1.25  -4.38  -4.15
H  -2.03  -2.82  -4.54
H  -0.26  -2.98  -4.67
H  1.49  -2.06  -2.45
H  0.82  -1.19  -3.86
H  1.18  -0.31  -2.36
H  -2.63  -0.90  -2.70
H  -1.52  0.42  -2.27
H  -1.41  -0.34  -3.88
H  2.72  1.09  5.65
H  0.73  -0.15  6.70
H  -1.24  -0.72  5.34
H  -1.40  0.14  2.90
H  -0.46  2.55  -1.85
H  0.11  4.75  -2.82

Output
- electronic energy (hartree) = -1567.30245
- molar mass (g/mol) = 494.64
- SMILES = CN(C)c1ccc([C@@H](/C=C/N2[C@H](Cc3ccccc3)C(=O)N(C)C2(C)C)n2nnc3ccccc32)cc1



Entry from OMol25: C30H34N6O9P2Zn as an isolated structure (ωB97M-V/def2-TZVPD).

CARTESIAN COORDINATES (ANGSTROEM)
Zn  -0.26  0.42  -0.56
N  -1.86  4.77  -1.43
C  -1.06  3.81  -2.29
C  -0.76  4.41  -3.65
P  0.51  3.42  -1.36
O  0.72  4.86  -0.60
O  1.62  3.19  -2.30
O  0.10  2.44  -0.29
P  -2.15  2.28  -2.28
O  -2.91  2.47  -3.70
O  -1.35  1.01  -2.33
O  -3.08  2.56  -1.13
H  -1.26  5.29  -0.79
H  -2.54  4.10  -0.93
H  -2.39  5.42  -2.00
H  -0.17  5.33  -3.54
H  -1.67  4.63  -4.20
H  -0.17  3.71  -4.22
H  1.59  5.19  -0.83
H  -3.40  1.68  -3.93
C  3.40  -6.34  1.04
O  2.52  -6.50  -0.09
C  2.84  -5.74  -1.19
C  4.02  -5.91  -1.90
C  4.27  -5.15  -3.03
C  3.31  -4.24  -3.48
C  2.12  -4.11  -2.80
C  1.89  -4.84  -1.64
N  0.65  -4.74  -0.95
C  0.31  -3.52  -0.31
N  -0.95  -3.17  -0.52
C  -1.83  -2.23  0.11
C  -1.60  -0.86  0.25
C  -2.64  -0.15  0.88
C  -3.81  -0.73  1.30
C  -4.03  -2.09  1.11
C  -3.03  -2.83  0.50
O  -3.14  -4.18  0.26
C  -4.42  -4.77  0.35
N  1.10  -2.97  0.56
C  2.22  -2.33  0.54
C  2.99  -2.22  1.78
C  4.03  -1.43  2.07
C  4.70  -0.39  1.26
C  3.86  0.47  -0.61
C  2.49  -0.21  -0.75
O  1.62  0.18  -1.80
C  2.07  -0.07  -3.13
H  3.21  -7.19  1.69
H  3.17  -5.41  1.56
H  4.44  -6.32  0.73
H  4.76  -6.62  -1.54
H  5.20  -5.27  -3.56
H  3.50  -3.66  -4.37
H  1.34  -3.44  -3.16
H  0.57  -5.50  -0.28
H  -1.44  -3.90  -1.02
H  -2.54  0.93  1.01
H  -4.58  -0.13  1.77
H  -4.96  -2.55  1.42
H  -4.34  -5.77  -0.06
H  -5.16  -4.20  -0.22
H  -4.75  -4.84  1.39
H  2.63  -2.88  2.56
H  4.44  -1.58  3.07
H  5.64  -0.11  1.74
H  4.08  1.21  -1.38
H  1.54  0.62  -3.77
H  1.86  -1.10  -3.42
H  3.15  0.11  -3.20
N  5.45  -4.13  -0.75
C  4.87  -3.13  -0.80
C  4.21  -1.89  -0.89
C  4.84  -0.68  -0.34
C  3.86  0.90  0.87
C  2.42  0.82  1.25
N  1.70  0.20  0.42
C  2.73  -1.74  -0.75
H  5.87  -0.51  -0.65
H  4.34  1.83  1.15
H  2.01  1.18  2.19
H  2.15  -2.18  -1.56

Output
- electronic energy (hartree) = -4631.44629
- molar mass (g/mol) = 749.97



molar mass of number 1 (C30H34N5OPYb)? 684.65 g/mol



Which of these has the highest molar mass? C30H34N6O9P2Zn



electronic energy of number 3 (C30H34N6O9P2Zn)? -4631.44629 hartree